1.
# C34H50N5O14P2STl

A structure of composition C34H50N5O14P2STl at a distorted geometry (wB97M-V/def2-TZVPD, the Open Molecules 2025 dataset).

The geometry in XYZ format:
```
107
C34H50N5O14P2STl, DFT wB97M-V/def2-TZVPD
Tl -0.277 0.120 -1.641
O -6.452 -3.248 -0.943
C -5.279 -2.600 -1.219
C -5.230 -1.232 -1.406
C -4.004 -0.642 -1.676
N -2.871 -1.350 -1.744
C -2.934 -2.673 -1.536
C -4.118 -3.348 -1.291
C -1.626 -3.458 -1.411
O -1.639 -4.656 -1.744
O -0.675 -2.788 -0.907
C -3.949 0.897 -1.821
O -5.058 1.468 -1.683
O -2.817 1.395 -2.021
H -7.144 -2.581 -0.912
H -6.103 -0.589 -1.343
H -4.115 -4.421 -1.155
C 4.105 -0.541 1.049
C 4.119 -2.063 1.088
C 4.735 -2.669 -0.168
O 2.804 -2.600 1.388
P 1.590 -2.679 0.300
O 1.834 -1.658 -0.731
C 0.318 -2.528 1.605
P 0.100 -0.874 2.286
O 0.057 0.239 1.330
O 1.243 -0.694 3.378
C 1.341 -1.477 4.586
C 0.930 -0.603 5.752
C 2.766 -1.975 4.685
O -1.167 -1.052 3.229
C -2.562 -1.146 2.810
C -3.029 -2.553 3.110
C -2.805 -0.758 1.363
O 1.710 -4.168 -0.218
C 1.441 -5.422 0.434
C -0.054 -5.647 0.589
C 2.203 -5.616 1.738
H 5.130 -0.164 0.993
H 3.628 -0.141 1.949
H 3.551 -0.175 0.182
H 4.715 -2.380 1.943
H 4.153 -2.394 -1.051
H 4.779 -3.761 -0.104
H 5.751 -2.284 -0.286
H 0.632 -3.159 2.440
H -0.640 -2.852 1.203
H 0.658 -2.327 4.522
H 1.554 0.296 5.767
H 1.053 -1.141 6.698
H -0.113 -0.298 5.645
H 3.453 -1.124 4.757
H 3.028 -2.546 3.790
H 2.886 -2.606 5.572
H -3.091 -0.450 3.458
H -2.532 -3.267 2.446
H -4.108 -2.629 2.948
H -2.807 -2.823 4.147
H -2.313 -1.451 0.670
H -2.431 0.244 1.140
H -3.877 -0.780 1.158
H 1.817 -6.147 -0.284
H -0.459 -5.057 1.421
H -0.237 -6.704 0.800
H -0.577 -5.364 -0.330
H 1.864 -4.920 2.510
H 3.276 -5.462 1.604
H 2.030 -6.638 2.089
N 0.413 7.968 -2.509
C 1.116 6.747 -2.663
C 0.968 5.729 -1.724
C 1.664 4.538 -1.864
C 2.519 4.361 -2.945
C 2.680 5.371 -3.882
C 1.987 6.566 -3.735
S 3.344 2.807 -3.123
O 4.265 2.950 -4.228
O 3.904 2.516 -1.823
N 2.190 1.737 -3.354
C 1.377 1.748 -4.442
N 0.495 0.702 -4.486
C -0.284 0.604 -5.551
C -0.273 1.508 -6.600
C 0.604 2.569 -6.443
N 1.414 2.712 -5.406
H -0.447 7.852 -1.997
H 0.231 8.423 -3.389
H 0.291 5.859 -0.882
H 1.524 3.739 -1.142
H 3.334 5.192 -4.727
H 2.104 7.361 -4.468
H -0.972 -0.243 -5.555
H -0.920 1.407 -7.458
H 0.656 3.355 -7.194
C -1.805 4.380 2.423
C -2.608 4.474 1.099
C -1.910 3.462 0.195
O -0.556 3.451 0.656
C -0.636 3.439 2.070
H -2.406 3.977 3.241
H -1.436 5.359 2.731
H -2.540 5.478 0.676
H -3.664 4.231 1.222
H -1.921 3.702 -0.864
H -2.365 2.474 0.304
H 0.325 3.766 2.466
H -0.825 2.421 2.423
```

HOMO level in eV: -2.8
DFT total energy in eV: -106300.4948
ΔE to the lowest compared entry with this formula, charge and spin in kcal/mol: 26.3
Total charge: -2
Frontier orbital gap in eV: 6.66


2.
# C34H50NO15

A cluster of 5 separate species, C34H50NO15 in total at a distorted geometry (wB97M-V/def2-TZVPD, the Open Molecules 2025 dataset).

The geometry in XYZ format:
```
100
C34H50NO15, DFT wB97M-V/def2-TZVPD
C -0.110 0.208 2.950
C 0.055 -1.062 2.102
C -0.079 -2.197 3.135
C -1.093 -1.243 1.072
C -0.746 -1.311 -0.452
C -0.804 -2.815 -0.877
C 0.428 -3.606 -0.556
O 1.410 -3.663 -1.253
O 0.328 -4.280 0.613
C -1.927 -0.683 -1.232
C -2.076 0.820 -1.297
C -2.668 1.327 -2.452
C -2.885 2.687 -2.621
C -2.508 3.575 -1.627
C -1.900 3.095 -0.480
C -1.702 1.733 -0.317
C 0.584 -0.661 -0.862
C 1.653 -0.393 0.239
C 1.811 1.119 0.482
C 3.009 -0.857 -0.325
N 1.417 -1.135 1.502
O 2.025 -2.255 1.610
H -1.131 0.264 3.319
H 0.563 0.148 3.807
H 0.120 1.124 2.412
H -0.985 -1.963 3.705
H 0.750 -2.206 3.839
H -0.238 -3.163 2.665
H -1.825 -0.454 1.247
H -1.609 -2.167 1.327
H -1.694 -3.289 -0.464
H -0.913 -2.847 -1.964
H 1.229 -4.391 0.955
H -2.847 -1.164 -0.880
H -1.809 -0.997 -2.273
H -2.973 0.642 -3.235
H -3.354 3.062 -3.521
H -2.678 4.638 -1.738
H -1.603 3.775 0.307
H -1.238 1.394 0.597
H 0.403 0.288 -1.367
H 1.050 -1.298 -1.614
H 2.365 1.551 -0.344
H 2.414 1.256 1.385
H 0.871 1.634 0.654
H 2.969 -1.873 -0.705
H 3.790 -0.780 0.432
H 3.270 -0.193 -1.151
C 3.153 -1.167 -5.361
C 2.601 0.241 -5.248
C 3.640 1.335 -5.130
O 2.946 2.335 -4.366
C 2.009 1.704 -3.622
O 1.400 2.204 -2.731
O 1.866 0.421 -4.019
H 4.162 -1.158 -5.775
H 3.174 -1.646 -4.383
H 2.537 -1.781 -6.016
H 1.912 0.456 -6.069
H 3.953 1.743 -6.085
H 4.520 1.015 -4.565
C -0.575 -6.834 6.189
C -1.622 -5.774 6.475
C -2.942 -5.959 5.755
O -3.407 -4.610 5.615
C -2.320 -3.801 5.606
O -2.335 -2.653 5.300
O -1.217 -4.483 5.976
H -1.041 -7.771 5.883
H 0.097 -6.498 5.402
H 0.026 -7.041 7.072
H -1.785 -5.668 7.550
H -3.662 -6.548 6.316
H -2.813 -6.389 4.759
C 4.895 7.648 -5.117
C 4.521 6.485 -6.017
C 3.707 5.393 -5.353
O 4.094 4.234 -6.100
C 5.337 4.449 -6.589
O 6.018 3.605 -7.075
O 5.688 5.744 -6.437
H 4.184 7.749 -4.296
H 5.893 7.504 -4.707
H 4.896 8.587 -5.668
H 4.022 6.839 -6.922
H 2.634 5.545 -5.428
H 3.978 5.241 -4.307
C -5.370 -1.005 3.918
C -4.671 0.256 4.390
C -5.542 1.493 4.455
O -4.600 2.546 4.221
C -3.576 2.032 3.500
O -2.719 2.671 2.984
O -3.664 0.680 3.450
H -6.442 -0.956 4.119
H -5.215 -1.146 2.850
H -4.976 -1.882 4.428
H -4.169 0.081 5.344
H -6.026 1.631 5.418
H -6.293 1.511 3.661
```

Multiplicity: 2
HOMO level (spin up / spin down) in eV: -7.6 / -8.6
DFT total energy in eV: -68271.6085
Frontier orbital gap (spin up / spin down) in eV: 8.11 / 9.15


3.
# C34H50NO23

A cluster of 8 separate species, C34H50NO23 in total at a distorted geometry (wB97M-V/def2-TZVPD, the Open Molecules 2025 dataset).

The geometry in XYZ format:
```
108
C34H50NO23, DFT wB97M-V/def2-TZVPD
C 1.472 0.039 3.084
C 0.907 0.629 2.198
C 0.507 1.475 1.018
O -0.722 2.117 1.373
C -1.866 1.263 1.321
C -2.720 1.576 0.062
C 1.513 2.641 0.803
C 2.730 2.320 -0.116
C 3.998 2.893 0.593
C 2.597 3.118 -1.431
N 2.964 0.877 -0.311
O 3.522 0.310 0.698
C 1.789 0.143 -0.851
C 1.935 -1.353 -0.444
C 1.737 0.146 -2.414
C 0.421 0.653 -0.291
H 2.086 -0.381 3.853
H -2.478 1.537 2.195
H -1.629 0.199 1.442
H -2.123 2.274 -0.547
H -2.905 0.706 -0.579
H -3.635 2.111 0.304
H 1.791 3.071 1.772
H 0.921 3.415 0.291
H 4.913 2.581 0.080
H 3.994 2.590 1.647
H 3.876 3.991 0.596
H 1.720 2.808 -2.013
H 3.497 2.963 -2.043
H 2.529 4.186 -1.200
H 1.118 -1.879 -0.966
H 1.752 -1.503 0.626
H 2.909 -1.766 -0.728
H 2.771 0.223 -2.774
H 1.128 0.972 -2.806
H 1.255 -0.780 -2.741
H -0.079 1.260 -1.060
H -0.206 -0.242 -0.173
C 4.964 6.612 2.087
C 5.427 8.003 1.741
O 6.207 7.784 0.563
C 5.778 6.631 -0.013
O 6.110 6.255 -1.091
O 4.925 5.965 0.804
H 3.981 6.597 2.555
H 5.665 6.085 2.724
H 4.599 8.673 1.496
H 6.028 8.453 2.528
C 1.566 -6.272 0.203
C 2.223 -6.524 -1.129
O 1.431 -5.739 -2.023
C 0.838 -4.759 -1.296
O 0.248 -3.838 -1.764
O 1.013 -4.963 0.032
H 2.275 -6.291 1.029
H 0.759 -6.973 0.406
H 3.253 -6.160 -1.162
H 2.205 -7.573 -1.413
C -6.386 3.186 -2.180
C -7.724 2.522 -1.971
O -7.374 1.347 -1.235
C -6.197 1.586 -0.608
O -5.718 0.880 0.222
O -5.639 2.743 -1.044
H -6.451 4.272 -2.197
H -5.883 2.843 -3.086
H -8.402 3.128 -1.366
H -8.218 2.260 -2.904
C 9.796 5.360 5.011
C 9.352 4.589 3.791
O 7.938 4.805 3.791
C 7.693 5.948 4.473
O 6.634 6.492 4.507
O 8.807 6.389 5.103
H 10.789 5.790 4.903
H 9.765 4.759 5.922
H 9.770 4.989 2.866
H 9.579 3.527 3.853
C -6.345 4.607 2.955
C -5.747 4.278 1.611
O -6.607 4.978 0.706
C -7.188 5.996 1.393
O -7.828 6.863 0.893
O -6.940 5.888 2.722
H -5.602 4.664 3.747
H -7.126 3.904 3.251
H -4.730 4.659 1.499
H -5.749 3.212 1.401
C -2.025 -6.866 -4.093
C -2.039 -8.358 -4.318
O -1.023 -8.814 -3.406
C -0.903 -7.887 -2.434
O -0.269 -8.033 -1.433
O -1.593 -6.766 -2.733
H -3.004 -6.411 -4.222
H -1.304 -6.347 -4.728
H -2.997 -8.816 -4.045
H -1.790 -8.634 -5.341
C -5.370 -11.823 -1.587
C -5.955 -10.563 -0.995
O -5.385 -9.544 -1.819
C -5.054 -10.106 -3.003
O -4.707 -9.491 -3.964
O -5.161 -11.452 -2.953
H -6.039 -12.677 -1.517
H -4.408 -12.086 -1.143
H -7.043 -10.523 -1.086
H -5.681 -10.415 0.047
```

Multiplicity: 2
HOMO level (spin up / spin down) in eV: -7.8 / -8.9
DFT total energy in eV: -84647.3101
Frontier orbital gap (spin up / spin down) in eV: 8.27 / 9.34


4.
# C34H51CaN2O3SeSi

A structure of composition C34H51CaN2O3SeSi at a distorted geometry (wB97M-V/def2-TZVPD, the Open Molecules 2025 dataset).

The geometry in XYZ format:
```
93
C34H51CaN2O3SeSi, DFT wB97M-V/def2-TZVPD
Ca -0.745 -0.647 0.510
C 1.717 -0.919 3.580
C 2.387 -0.013 2.566
C 2.495 1.366 2.795
C 2.081 1.954 4.128
C 3.027 2.197 1.803
C 3.114 3.696 1.997
C 3.470 1.654 0.593
C 4.069 2.554 -0.469
C 3.386 0.279 0.371
C 3.838 -0.293 -0.956
C 2.886 -0.560 1.378
C 2.952 -2.059 1.198
H 2.436 -1.382 4.266
H 1.169 -1.728 3.098
H 0.990 -0.378 4.180
H 1.082 2.402 4.086
H 2.776 2.731 4.446
H 2.069 1.201 4.913
H 4.150 4.029 2.122
H 2.551 4.037 2.861
H 2.712 4.226 1.130
H 3.303 2.950 -1.145
H 4.791 2.022 -1.085
H 4.581 3.410 -0.030
H 4.932 -0.329 -1.028
H 3.475 0.312 -1.788
H 3.446 -1.293 -1.125
H 2.124 -2.441 0.597
H 2.949 -2.573 2.158
H 3.865 -2.349 0.678
C -1.659 1.204 4.298
C -1.966 0.692 2.905
C -3.210 1.398 2.368
O -0.809 0.923 2.046
C -2.268 -0.847 2.976
O -3.070 -1.214 3.816
O -1.649 -1.601 2.110
H -1.561 2.294 4.274
H -0.729 0.779 4.676
H -2.465 0.919 4.971
H -3.012 2.467 2.249
H -4.013 1.256 3.092
H -3.528 1.006 1.402
H -1.015 1.649 1.324
C -3.662 -1.570 -0.921
C -3.198 -0.258 -1.496
C -3.673 0.208 -2.696
C -3.219 1.468 -3.116
C -2.383 2.218 -2.331
C -1.941 1.708 -1.072
N -2.324 0.438 -0.741
N -1.189 2.348 -0.161
Si -0.924 4.027 -0.007
C 0.402 4.712 -1.121
C -2.469 5.026 -0.297
C -0.410 4.329 1.764
H -4.310 -1.390 -0.061
H -2.837 -2.195 -0.569
H -4.213 -2.148 -1.660
H -4.353 -0.385 -3.291
H -3.535 1.857 -4.079
H -2.035 3.191 -2.658
H 0.117 4.650 -2.177
H 1.328 4.138 -0.998
H 0.615 5.760 -0.883
H -2.827 4.965 -1.329
H -2.290 6.082 -0.060
H -3.271 4.659 0.354
H 0.242 5.207 1.854
H 0.129 3.463 2.165
H -1.289 4.502 2.395
C -0.643 -7.470 -4.435
C -0.405 -6.126 -3.788
C 0.629 -5.934 -2.884
C 0.872 -4.699 -2.284
C 2.011 -4.601 -1.306
C 0.055 -3.592 -2.589
Se 0.461 -1.869 -1.849
C -0.995 -3.776 -3.507
C -1.922 -2.660 -3.924
C -1.203 -5.031 -4.080
H 0.127 -8.187 -4.144
H -0.634 -7.396 -5.525
H -1.611 -7.890 -4.148
H 1.274 -6.772 -2.629
H 2.572 -5.538 -1.280
H 1.645 -4.389 -0.300
H 2.687 -3.782 -1.564
H -1.608 -1.703 -3.516
H -2.942 -2.859 -3.586
H -1.952 -2.577 -5.014
H -2.022 -5.145 -4.790
```

HOMO level in eV: -4.5
DFT total energy in eV: -136880.3702
ΔE to the lowest compared entry with this formula, charge and spin in kcal/mol: 27.7
Total charge: -1
Frontier orbital gap in eV: 7.17